Record 1
Density functional theory data (wB97M-V/def2-TZVPD) for a structure of composition C27H53AlBr2CaCl12F2I2N4O9P2 in a non-equilibrium geometry.

Last column: Mulliken charge in e.
Cartesian coordinates (Å):
O1 -3.264 2.632 -3.589  -0.338
N1 -3.219 1.473 -3.526  0.021
O2 -2.743 1.107 -2.287  -0.061
C1 -3.029 -0.279 -2.035  -1.908
C2 -2.151 -0.785 -0.812  2.106
C3 -3.166 -0.670 0.380  -0.235
C4 -3.736 0.779 0.518  0.883
C5 -5.241 0.900 0.123  -0.869
O3 -5.431 1.747 -1.014  -0.508
O4 -1.206 0.208 -0.527  -0.555
C6 0.101 0.325 -0.813  0.296
F1 0.406 1.638 -0.418  -0.155
C7 1.080 -0.468 0.126  0.366
C8 2.388 -1.015 -0.609  1.172
C9 3.522 0.127 -0.856  0.233
C10 4.999 -0.438 -0.514  0.191
O5 5.574 -1.067 -1.619  -0.476
P1 0.687 0.383 -2.648  0.104
O6 -0.456 -0.260 -3.636  -0.083
Cl1 0.690 2.395 -3.190  -0.243
C11 -1.737 -2.318 -0.944  -1.789
I1 -3.493 -3.376 -1.782  0.184
C12 -1.485 -2.943 0.483  1.108
C13 -2.633 -3.730 1.142  -1.118
C14 -2.216 -3.920 2.654  -0.289
O7 -2.773 -5.164 3.057  -0.565
O8 -0.505 -2.556 -1.687  1.482
C15 -0.422 -3.569 -2.625  -1.591
I2 -0.353 -5.709 -1.776  0.422
C16 1.012 -3.400 -3.296  0.407
C17 0.992 -4.198 -4.639  -1.252
C18 0.875 -3.174 -5.797  -0.127
F2 2.145 -2.466 -5.880  -0.258
H1 -2.799 -0.793 -2.980  0.713
H2 -4.098 -0.448 -1.859  0.807
H3 -4.026 -1.336 0.271  0.507
H4 -2.687 -0.871 1.347  -0.417
H5 -3.715 1.004 1.593  -1.119
H6 -3.117 1.545 0.041  0.447
H7 -5.676 -0.087 -0.125  0.414
H8 -5.838 1.282 0.969  0.345
H9 -6.168 1.363 -1.484  0.328
H10 0.602 -1.328 0.622  0.277
H11 1.451 0.209 0.977  0.064
H12 2.887 -1.735 0.134  -0.801
H13 2.212 -1.632 -1.486  -0.761
H14 3.312 1.060 -0.311  -1.045
H15 3.538 0.261 -1.947  0.682
H16 4.975 -1.195 0.340  -0.206
H17 5.690 0.366 -0.233  0.288
H18 4.882 -1.447 -2.158  0.261
H19 -0.305 -1.177 -3.854  -0.089
H20 -0.579 -3.639 0.465  -0.474
H21 -1.198 -2.152 1.207  0.038
H22 -3.585 -3.193 1.214  0.262
H23 -2.761 -4.761 0.788  0.492
H24 -1.115 -4.000 2.671  0.361
H25 -2.615 -3.121 3.294  0.130
H26 -2.363 -5.457 3.875  0.239
H27 -1.093 -3.504 -3.496  0.791
H28 1.279 -2.344 -3.432  0.156
H29 1.734 -3.854 -2.596  0.565
H30 0.140 -4.879 -4.732  0.684
H31 1.895 -4.807 -4.758  0.187
H32 0.086 -2.445 -5.591  -0.185
H33 0.662 -3.654 -6.757  0.416
Ca1 3.354 -1.206 1.938  1.674
O9 1.982 3.091 3.782  -0.868
P2 1.509 4.326 3.018  1.191
N2 2.668 4.141 1.723  0.057
C19 3.248 5.195 0.907  -0.801
C20 2.482 2.952 0.905  -1.390
N3 2.124 5.447 4.182  0.197
C21 3.102 6.478 3.875  -1.327
C22 2.423 4.924 5.514  -0.898
N4 0.728 5.664 2.173  -0.029
C23 -0.159 6.494 3.035  -1.007
C24 -0.169 5.191 1.082  -1.241
H34 2.542 5.645 0.197  0.267
H35 4.086 4.804 0.324  0.344
H36 3.684 5.994 1.495  0.216
H37 1.616 3.035 0.241  0.632
H38 2.333 2.065 1.532  -0.046
H39 3.361 2.754 0.281  0.270
H40 4.093 6.057 3.669  0.319
H41 3.202 7.169 4.715  0.470
H42 2.782 7.107 3.044  0.354
H43 3.369 4.369 5.527  0.284
H44 1.631 4.269 5.868  0.253
H45 2.497 5.735 6.241  0.325
H46 -0.922 5.888 3.528  0.361
H47 -0.654 7.261 2.438  0.396
H48 0.388 7.034 3.800  0.326
H49 -0.893 4.457 1.444  0.464
H50 0.392 4.744 0.262  0.151
H51 -0.714 6.025 0.642  0.485
C25 -2.249 0.643 4.869  0.241
Cl2 -3.612 1.284 3.933  -0.189
Cl3 -2.731 0.472 6.557  -0.081
Cl4 -1.806 -0.953 4.216  -0.131
Cl5 -0.846 1.714 4.765  -0.015
Br1 0.554 -5.061 0.641  -0.281
C26 0.129 -7.424 3.700  0.511
Cl6 0.330 -9.138 3.354  -0.103
Cl7 -0.791 -7.190 5.190  -0.149
Cl8 1.705 -6.622 3.812  -0.127
H52 -0.426 -6.974 2.884  -0.118
Br2 4.338 -3.635 0.237  -0.359
Al1 4.305 -2.687 -5.924  0.867
C27 -2.747 0.069 -7.232  -0.157
Cl9 -2.771 1.258 -5.933  0.065
Cl10 -1.097 -0.512 -7.518  -0.108
Cl11 -3.823 -1.282 -6.859  -0.119
H53 -3.097 0.543 -8.142  0.426
Cl12 1.732 -7.053 -3.906  -0.519

Calculated values
Net charge ... +2
ΔE to the lowest compared entry with this formula, charge and spin ... 0.0 kcal/mol
2S+1 ... 1
Lowest unoccupied orbital energy ... -8.1 eV
Calculated total energy ... -15023.98293 Eh


Record 2
Density functional theory data (wB97M-V/def2-TZVPD) for a structure of composition C9H8N2O7Rh in a non-equilibrium geometry.

Last column: Löwdin spin population.
Cartesian coordinates (Å):
Rh1 0.666 1.013 0.217  2.516
O1 -3.393 -4.222 2.898  0.000
C1 -2.699 -3.494 3.621  0.000
O2 -2.557 -3.480 4.857  0.000
C2 -1.868 -2.423 2.843  0.002
C3 -1.045 -1.541 3.531  0.002
C4 -0.318 -0.606 2.829  0.012
N1 -0.376 -0.517 1.499  0.102
C5 -1.174 -1.351 0.819  0.009
C6 -1.928 -2.315 1.459  0.002
C7 -1.205 -1.152 -0.689  0.009
O3 -1.892 -1.880 -1.379  0.020
O4 -0.444 -0.200 -1.132  0.112
H1 -1.002 -1.617 4.609  0.000
H2 0.328 0.110 3.325  0.002
H3 -2.567 -2.979 0.894  0.001
N2 1.117 2.387 -3.668  0.000
C8 2.527 2.805 -3.466  0.003
C9 2.898 2.124 -2.128  0.007
O5 3.940 2.320 -1.560  0.007
O6 1.901 1.342 -1.820  0.063
H4 0.925 1.962 -4.565  0.000
H5 0.448 3.129 -3.500  0.000
H6 1.198 1.597 -2.636  0.000
H7 2.654 3.881 -3.402  0.001
H8 3.161 2.417 -4.259  0.000
O7 0.704 2.689 0.801  1.129

Calculated values
Net charge ... -1
ΔE to the lowest compared entry with this formula, charge and spin ... 0.0 kcal/mol
2S+1 ... 5
Lowest unoccupied orbital energy (alpha / beta) ... 1.9 / 1.1 eV
⟨S²⟩ ... 6.02
Calculated total energy ... -1094.51145 Eh


Record 3
Density functional theory data (wB97M-V/def2-TZVPD) for a structure of composition C2H5NOSn in a non-equilibrium geometry.

Last column: natural (NBO) charge in e.
Cartesian coordinates (Å):
Sn1 -2.793 -2.460 0.810  1.783
O1 -1.422 -0.230 -0.468  -0.690
C1 -0.225 -0.031 -0.071  0.730
N1 0.128 -0.356 1.200  -0.759
C2 0.741 0.811 -0.977  -0.753
H1 -0.534 -0.702 1.880  0.376
H2 1.073 -0.215 1.526  0.451
H3 1.467 0.224 -1.539  0.287
H4 1.359 1.622 -0.592  0.290
H5 0.206 1.336 -1.769  0.286

Calculated values
Net charge ... +2
ΔE to the lowest compared entry with this formula, charge and spin ... 26.8 kcal/mol
2S+1 ... 1
Lowest unoccupied orbital energy ... -12.7 eV
Calculated total energy ... -422.73435 Eh


Record 4
Density functional theory data (wB97M-V/def2-TZVPD) for a cluster of 15 separate species, C37H109N19O20 in total in a non-equilibrium geometry.

Last column: Mulliken charge in e.
Cartesian coordinates (Å):
C1 -1.230 -4.177 2.278  0.431
O1 -0.975 -5.281 2.763  -0.750
N1 -1.176 -3.000 2.916  0.100
N2 -1.254 -3.933 0.966  -0.033
H1 -1.046 -3.052 3.914  0.201
H2 -1.448 -2.145 2.465  -0.219
H3 -1.111 -4.745 0.386  0.163
H4 -1.570 -3.073 0.545  -0.048
C2 -5.021 -2.322 2.098  0.091
O2 -4.058 -1.768 2.635  -0.684
N3 -6.143 -2.640 2.741  -0.297
N4 -5.117 -2.706 0.836  -0.098
H5 -6.138 -2.348 3.707  0.275
H6 -6.978 -3.013 2.326  0.129
H7 -5.916 -3.272 0.593  0.065
H8 -4.288 -2.451 0.310  0.049
C3 2.544 3.300 6.370  0.673
O3 1.685 2.470 6.559  -0.652
N5 2.964 3.737 5.163  -0.124
N6 3.113 4.063 7.282  -0.392
H9 3.701 4.390 4.971  0.240
H10 2.707 3.132 4.399  -0.005
H11 3.847 4.682 6.996  0.134
H12 2.689 4.121 8.194  0.245
C4 -5.467 2.786 -4.314  0.648
O4 -5.440 3.663 -5.194  -0.701
N7 -5.121 1.524 -4.521  -0.301
N8 -5.909 3.024 -3.077  -0.289
H13 -4.976 1.162 -5.448  0.184
H14 -4.896 0.937 -3.736  0.171
H15 -6.225 3.937 -2.798  0.178
H16 -6.059 2.225 -2.485  0.127
C5 -0.252 0.536 -4.159  0.027
O5 -0.056 0.231 -2.989  -0.149
N9 -0.378 -0.362 -5.127  -0.386
N10 -0.526 1.774 -4.558  -0.251
H17 0.229 -1.152 -4.951  0.172
H18 -0.301 0.027 -6.055  0.273
H19 -0.551 2.433 -3.791  -0.003
H20 -1.038 2.025 -5.387  0.246
C6 -4.653 2.327 1.240  0.590
O6 -4.193 2.706 0.168  -0.511
N11 -5.543 1.311 1.307  -0.315
N12 -4.248 2.799 2.429  -0.374
H21 -5.856 0.904 0.442  0.149
H22 -5.824 0.873 2.168  0.118
H23 -3.338 3.207 2.555  0.179
H24 -4.918 2.744 3.178  0.215
C7 0.953 -3.688 -3.365  0.591
O7 1.090 -3.055 -4.404  -0.734
N13 1.219 -4.970 -3.247  -0.428
N14 0.390 -3.063 -2.319  0.264
H25 1.542 -5.424 -4.085  0.286
H26 0.772 -5.468 -2.495  0.161
H27 0.186 -3.582 -1.480  0.064
H28 0.026 -2.123 -2.381  -0.409
C8 3.758 6.573 -6.440  -0.784
O8 3.266 5.665 -5.436  -0.305
C9 4.255 4.940 -4.679  -0.943
C10 3.546 3.971 -3.729  0.305
N15 2.689 4.587 -2.794  -0.307
C11 2.038 3.638 -1.894  0.899
C12 0.725 4.080 -1.334  -0.776
O9 -0.337 3.599 -2.152  -0.136
C13 -1.637 3.926 -1.758  -0.846
H29 3.036 6.763 -7.230  0.232
H30 4.609 6.041 -6.872  0.316
H31 4.098 7.479 -5.936  0.285
H32 4.764 5.651 -4.022  0.383
H33 4.946 4.413 -5.339  0.460
H34 4.293 3.323 -3.267  -0.150
H35 2.930 3.331 -4.375  0.158
H36 1.967 5.191 -3.160  0.316
H37 2.743 3.391 -1.097  -0.121
H38 1.940 2.672 -2.403  -0.873
H39 0.616 5.160 -1.212  0.473
H40 0.730 3.658 -0.325  0.387
H41 -2.221 3.025 -1.980  -0.041
H42 -2.142 4.719 -2.308  0.328
H43 -1.842 3.806 -0.691  0.451
C14 2.929 1.812 -7.106  -0.498
O10 3.927 1.355 -6.208  -0.379
C15 3.609 0.160 -5.520  0.517
C16 4.761 -0.030 -4.462  -0.716
N16 4.615 -1.166 -3.572  -0.471
C17 3.426 -1.190 -2.681  -0.835
C18 3.236 0.060 -1.807  3.088
O11 4.242 0.090 -0.797  -0.573
C19 4.566 1.406 -0.398  -0.329
H44 2.064 1.901 -6.444  0.062
H45 2.779 1.097 -7.919  0.333
H46 3.140 2.765 -7.587  0.234
H47 3.511 -0.731 -6.149  0.501
H48 2.568 0.176 -5.177  -0.593
H49 4.979 0.862 -3.868  0.281
H50 5.648 -0.177 -5.081  0.365
H51 5.441 -1.108 -2.989  0.313
H52 3.355 -2.147 -2.162  0.427
H53 2.635 -1.344 -3.418  -0.205
H54 2.199 0.062 -1.464  -0.965
H55 3.310 0.917 -2.481  -0.741
H56 3.752 1.805 0.211  0.323
H57 4.821 2.038 -1.252  0.066
H58 5.452 1.347 0.236  0.235
C20 9.081 1.712 8.140  -0.813
O12 8.129 1.404 7.106  -0.244
C21 7.641 0.070 7.148  -0.731
C22 6.840 -0.139 5.876  -0.417
N17 5.566 0.633 5.863  -0.264
C23 4.849 0.566 4.606  -0.301
C24 5.571 0.973 3.259  -0.287
O13 5.562 2.366 2.944  -0.161
C25 6.482 3.117 3.737  -0.946
H59 9.390 2.756 8.076  0.239
H60 9.954 1.061 8.140  0.291
H61 8.462 1.747 9.039  0.331
H62 6.850 -0.072 7.891  0.311
H63 8.435 -0.677 7.177  0.444
H64 6.632 -1.197 5.714  0.453
H65 7.440 0.259 5.054  0.258
H66 5.941 1.569 5.959  0.259
H67 3.945 1.175 4.646  -0.366
H68 4.478 -0.442 4.406  0.465
H69 5.212 0.487 2.348  0.112
H70 6.560 0.510 3.178  0.447
H71 7.475 2.667 3.794  0.367
H72 6.137 3.338 4.749  0.232
H73 6.613 4.064 3.211  0.289
C26 -3.182 -3.915 -1.822  -0.872
O14 -3.075 -2.730 -1.114  0.898
C27 -3.195 -1.564 -1.967  -1.405
C28 -2.958 -0.354 -1.124  0.665
N18 -1.533 -0.319 -0.708  1.835
C29 -1.293 0.329 0.589  -0.158
C30 0.056 -0.133 1.188  -0.120
O15 0.177 0.467 2.468  -0.452
C31 1.343 -0.067 3.107  -0.995
H74 -4.097 -4.026 -2.411  -0.002
H75 -3.303 -4.774 -1.155  0.367
H76 -2.328 -4.230 -2.426  0.120
H77 -4.264 -1.689 -2.178  0.099
H78 -2.683 -1.557 -2.931  0.678
H79 -3.615 -0.432 -0.256  -0.567
H80 -3.244 0.526 -1.708  0.043
H81 -1.044 0.099 -1.492  -0.893
H82 -2.055 0.135 1.346  -0.046
H83 -1.309 1.398 0.363  -0.001
H84 0.870 0.091 0.495  -0.322
H85 0.011 -1.215 1.316  0.352
H86 2.193 0.007 2.424  0.392
H87 1.196 -1.127 3.328  0.427
H88 1.611 0.379 4.065  0.322
C32 -6.793 -3.603 -3.927  -0.667
O16 -7.533 -4.401 -2.990  -0.469
C33 -6.787 -4.724 -1.787  0.468
C34 -7.699 -5.151 -0.690  -1.156
N19 -7.150 -5.097 0.654  -0.083
C35 -6.204 -6.192 0.852  -0.286
C36 -5.676 -6.290 2.271  -0.610
O17 -6.694 -6.834 3.058  -0.383
C37 -6.312 -7.018 4.399  -0.789
H89 -7.512 -3.470 -4.734  0.316
H90 -5.881 -4.108 -4.245  0.258
H91 -6.638 -2.593 -3.541  0.268
H92 -6.309 -3.756 -1.619  -0.192
H93 -6.051 -5.512 -1.961  0.286
H94 -8.181 -6.114 -0.884  0.359
H95 -8.538 -4.450 -0.685  0.452
H96 -7.878 -5.129 1.355  0.326
H97 -5.351 -5.954 0.212  0.040
H98 -6.540 -7.191 0.558  0.445
H99 -5.257 -5.327 2.578  0.167
H100 -4.837 -6.987 2.360  0.498
H101 -6.130 -6.022 4.811  0.298
H102 -5.496 -7.724 4.566  0.301
H103 -7.140 -7.388 5.005  0.269
O18 3.143 3.346 1.837  -0.482
H104 4.038 3.386 2.194  0.416
H105 2.664 2.780 2.446  -0.169
O19 -3.036 0.257 4.232  -0.561
H106 -3.227 -0.590 3.808  0.496
H107 -3.840 0.767 4.124  0.227
O20 0.642 2.967 3.331  -0.647
H108 -0.071 3.011 3.972  0.292
H109 0.594 2.067 2.974  0.544

Calculated values
Net charge ... 0
2S+1 ... 1
Lowest unoccupied orbital energy ... 0.0 eV
Calculated total energy ... -4020.26449 Eh